2 unconnected molecules or ions with the total composition C5H7I at a distorted geometry, computed with ωB97M-V/def2-TZVPD.

- Kohn-Sham gap (eV) = 9.6
- multiplicity = 1
- calculated total energy (eV) = -13395.14977
- molar mass (g/mol) = 194.0
- LUMO (eV) = 0.57
- ΔE to the lowest compared entry with this formula, charge and spin (eV) = 2.332

Atoms and positions in Å:
C 0.8153 -1.1190 -1.2689
C 0.0137 0.0029 -1.2217
C 0.6065 1.2989 -0.6185
I -2.1106 0.0346 -1.4273
H 1.8956 -0.9193 -1.3593
H 0.3960 -2.0427 -1.6405
H 0.1382 1.2044 0.4081
H 0.4658 2.1927 -1.2803
H 1.6769 1.2738 -0.5675
C -1.0104 -1.0339 1.9480
C -1.1468 0.0693 2.4756
H -0.4233 -1.7636 1.4123
H -1.3171 0.8019 3.1399

Forces on the atoms, in the same order (eV/Å):
-1.77 2.40 -1.47
2.23 -1.05 0.86
-1.46 -0.63 -0.67
0.92 -0.20 -0.06
-0.55 -0.40 0.58
0.18 -0.26 0.20
0.61 1.34 -0.99
-0.86 -0.54 1.10
0.66 -0.67 0.35
0.98 2.74 0.76
0.47 -5.03 -2.39
-0.77 -0.10 0.07
-0.65 2.39 1.66


2 unconnected molecules or ions with the total composition C4H14N4O at a distorted geometry, computed with ωB97M-V/def2-TZVPD.

- Kohn-Sham gap (eV) = 9.1
- multiplicity = 1
- calculated total energy (eV) = -12382.13767
- molar mass (g/mol) = 134.2
- LUMO (eV) = 0.77
- ΔE to the lowest compared entry with this formula, charge and spin (eV) = 0.808

Atoms and positions in Å:
H -0.6226 -1.7411 -1.7457
N -0.0575 -1.3421 -0.9988
C -0.0796 -0.0645 -0.9661
N -0.7453 0.7479 -1.8338
C 0.9123 0.6646 -0.0673
C 2.2325 0.8187 -0.8389
C 1.1367 -0.1111 1.2279
O 0.3515 1.9506 0.1971
H -0.7661 1.7303 -1.6174
H -1.4707 0.3676 -2.4182
H 2.0734 1.3998 -1.7446
H 2.6147 -0.1615 -1.1067
H 2.9682 1.3306 -0.2216
H 1.9118 0.3693 1.8256
H 0.2120 -0.1483 1.8021
H 1.4387 -1.1263 0.9915
H 0.8459 2.3407 0.9202
N -2.0751 -0.5647 1.5479
N -1.9762 -1.9199 1.1398
H -2.9118 -0.4519 2.1123
H -2.0967 0.0829 0.7339
H -2.7739 -2.1994 0.5586
H -1.1224 -1.9722 0.5020

Forces on the atoms, in the same order (eV/Å):
-0.12 0.18 -0.02
0.16 -0.01 0.09
0.56 -0.22 -0.77
-0.17 0.19 0.09
0.27 -0.30 0.39
-0.35 -0.01 -0.02
-0.19 0.14 -0.12
-0.15 0.09 -0.10
-0.11 0.01 -0.02
0.06 0.04 0.05
0.00 0.03 -0.08
0.08 -0.10 -0.03
0.03 0.04 0.10
0.11 0.05 -0.03
0.00 -0.03 0.01
0.10 -0.07 0.05
0.05 0.10 0.11
-0.03 0.89 -0.53
0.96 -0.80 -1.09
0.20 0.07 -0.19
-0.35 -0.45 0.77
0.24 0.19 0.08
-1.36 -0.02 1.26